A 2-piece molecular cluster, CH6BN overall in a non-equilibrium geometry. Source: the OMol25 dataset; level of theory: the ωB97M-V functional and the def2-TZVPD basis.

```
! wB97M-V def2-TZVPD RIJCOSX def2/J DEFGRID3
* xyz 0 1
H 1.4948 -0.7109 -0.8464
H 2.0408 0.2780 0.7467
H -0.8846 -0.1814 2.6088
N -1.3758 -0.1312 -0.4431
H 1.3302 1.0999 -0.5924
H -1.2364 -0.0165 -1.4241
C 1.2532 0.0761 -0.1407
H -2.3766 -0.3554 -0.1902
B -0.2457 -0.0586 0.2815
*
```

Its energy above the lowest of the compared OMol25 structures with the same formula, charge and spin is 96.0 kcal per mole. The calculation puts the HOMO-LUMO gap (spin up / spin down) at 8.234 / 8.233 eV.